No. 1
ORCA calculation (ωB97M-V/def2-TZVPD) on an isolated molecule of CH5N3 in a non-equilibrium geometry.

Properties
SMILES: [H]/N=C\NN
Frontier orbital gap: 0.357 hartree
E_HOMO: -8.712 eV
Net charge: 0

```
9
CH5N3 ωB97M-V/def2-TZVPD
C 0.79927 0.62966 0.06587
H -0.58797 -1.25662 -0.56163
H -1.65722 -0.96295 0.81319
H -0.99415 1.63810 -0.31354
H 1.38207 1.62414 -0.14060
H 1.19692 -1.39823 0.17729
N -1.13011 -0.47955 -0.10883
N -0.54697 0.69567 0.08327
N 1.53817 -0.49022 -0.01502
```

---

No. 2
ORCA calculation (ωB97M-V/def2-TZVPD) on a 2-piece molecular cluster, CH5N3O overall in a non-equilibrium geometry.

Properties
Frontier orbital gap (alpha / beta): 0.317 / 0.296 hartree
E_HOMO (alpha / beta): -7.876 / -7.560 eV
Net charge: 0

```
10
CH5N3O ωB97M-V/def2-TZVPD
C -1.82757 -0.53370 0.01863
N 0.42344 -0.86511 0.11355
N 0.88886 0.23931 -0.00164
N 2.21738 0.36449 -0.12810
O -1.82839 0.79262 0.26008
H -2.23645 -1.12974 0.81288
H -1.91458 -0.87250 -1.00216
H 2.77731 -0.46627 0.06335
H 2.62206 1.25238 0.12163
H -1.12207 1.21851 -0.25821
```

---

No. 3
ORCA calculation (ωB97M-V/def2-TZVPD) on a 2-piece molecular cluster, CH5N3O2S overall in a non-equilibrium geometry.

Properties
Frontier orbital gap: 0.370 hartree
E_HOMO: -9.353 eV
Net charge: 0

```
12
CH5N3O2S ωB97M-V/def2-TZVPD
C 0.92690 2.10431 0.67032
N 0.65524 -0.95986 -1.13888
N 0.33021 3.08203 0.61863
N -1.17742 -2.13310 0.53688
O 1.67813 1.26724 0.74046
O -0.85105 0.42105 0.24042
S -0.09259 -0.79582 0.48621
H 1.45251 -1.51306 -1.33905
H -0.60131 3.52771 0.50746
H 0.64146 -0.08943 -1.70724
H -2.14127 -1.95062 0.24994
H -0.82080 -2.96045 0.13485
```

---

No. 4
ORCA calculation (ωB97M-V/def2-TZVPD) on a 2-piece molecular cluster, CH5N3O3S overall in a non-equilibrium geometry.

Properties
SMILES: N=S(=O)(O)O.N=C=N
Frontier orbital gap: 0.377 hartree
E_HOMO: -9.822 eV
Net charge: 0

```
13
CH5N3O3S ωB97M-V/def2-TZVPD
C 1.52820 0.24504 0.34813
N 1.88052 0.49762 -0.80147
N -0.43132 -1.10405 -0.44392
N 1.47236 0.02982 1.54060
O -2.79339 -0.32100 -1.11758
O -1.93648 0.26805 1.12411
O -0.79821 1.24466 -0.85206
S -1.47926 -0.01632 -0.22432
H 0.21679 1.09690 -0.90484
H 1.98578 -0.11744 -1.59682
H -0.55315 -2.10431 0.00347
H 0.88854 0.36945 2.27775
H -3.41504 -0.64990 -0.46855
```

---

No. 5
ORCA calculation (ωB97M-V/def2-TZVPD) on an isolated molecule of CH5N3S in a non-equilibrium geometry.

Properties
SMILES: NNC(N)=S
Frontier orbital gap: 0.341 hartree
E_HOMO: -8.429 eV
Net charge: 0

```
10
CH5N3S ωB97M-V/def2-TZVPD
C -0.33382 -0.39870 0.29110
H 0.51389 2.06862 0.49418
H -0.54779 2.06425 -0.69189
H 0.70757 0.03366 -1.44694
H 0.88094 -2.02818 -0.15588
H -0.46693 -2.33131 0.92170
N 0.38392 1.75494 -0.44230
N 0.41774 0.38884 -0.52973
N 0.02936 -1.70675 0.27985
S -1.58486 0.15463 1.27990
```

---

No. 6
ORCA calculation (ωB97M-V/def2-TZVPD) on an isolated molecule of CH5N3S2 in a non-equilibrium geometry.

Properties
SMILES: NNC(=S)NS
Frontier orbital gap: 0.330 hartree
E_HOMO: -8.568 eV
Net charge: 0

```
11
CH5N3S2 ωB97M-V/def2-TZVPD
C 0.64760 -0.03357 0.39619
H -2.25336 -0.45853 0.28680
H -1.52911 -1.47722 -0.90926
H -0.00012 -1.85650 1.12197
H -0.48746 0.58151 -1.23805
H 2.22814 2.02044 -0.24797
N -1.52660 -1.14393 0.04610
N -0.28643 -1.04741 0.56664
N 0.26951 0.85741 -0.59237
S 1.94134 0.11467 1.37672
S 0.99649 2.44313 -0.80677
```

---

No. 7
ORCA calculation (ωB97M-V/def2-TZVPD) on an isolated ion of composition CH5N4S and charge +1 in a non-equilibrium geometry.

Properties
Frontier orbital gap: 0.299 hartree
E_HOMO: -13.327 eV
Net charge: +1

```
11
CH5N4S ωB97M-V/def2-TZVPD
C -1.00007 0.73928 0.28352
N -3.11095 -0.38499 -0.12930
N -1.98347 0.29750 -0.18784
N 1.98017 -0.05098 0.61328
N 2.63444 -0.24600 -0.53467
S 0.46733 1.35179 0.38369
H -3.57946 -0.56516 0.72099
H 2.25380 0.45987 1.45465
H 2.57206 -1.28107 -0.81104
H 3.35589 0.27778 -0.84121
H -3.58974 -0.59802 -0.95208
```

---

No. 8
ORCA calculation (ωB97M-V/def2-TZVPD) on CH5N6 as an isolated structure in a non-equilibrium geometry.

Properties
Frontier orbital gap (alpha / beta): 0.352 / 0.352 hartree
E_HOMO (alpha / beta): -14.229 / -14.229 eV
Net charge: +1

```
12
CH5N6 ωB97M-V/def2-TZVPD
C 1.52999 -1.26096 -0.08743
N 2.15460 -0.21257 -0.01059
N 1.54262 0.91427 0.02945
N 0.19320 0.68616 0.10640
N -0.15658 -0.51650 0.13299
N -0.59124 1.74808 -0.04950
N -1.34479 -1.04209 0.02847
H 1.63636 -2.29046 0.21665
H -0.11908 2.60248 -0.17377
H -1.36635 1.66881 0.55072
H -1.45222 -1.96873 -0.35455
H -2.02652 -0.32847 -0.38885
```

---

No. 9
ORCA calculation (ωB97M-V/def2-TZVPD) on a 2-piece molecular cluster, CH5NO overall in a non-equilibrium geometry.

Properties
SMILES: C=N.O
Frontier orbital gap: 0.335 hartree
E_HOMO: -9.150 eV
Net charge: 0

```
8
CH5NO ωB97M-V/def2-TZVPD
C -1.52873 -0.32469 -0.23654
N -0.39423 0.33369 -0.20478
H -1.68533 -1.12624 0.50972
H -2.33877 0.02979 -0.89531
H -0.17148 -0.72606 -0.65392
H 2.51397 0.96375 0.95756
H 1.31675 0.51240 0.28634
O 2.28781 0.33736 0.23693
```

---

No. 10
ORCA calculation (ωB97M-V/def2-TZVPD) on a 2-piece molecular cluster, CH5NO2 overall in a non-equilibrium geometry.

Properties
SMILES: C=[NH+][O-].O
Frontier orbital gap (alpha / beta): 0.373 / 0.373 hartree
E_HOMO (alpha / beta): -9.432 / -9.431 eV
Net charge: 0

```
9
CH5NO2 ωB97M-V/def2-TZVPD
C -0.46956 0.77641 -1.87383
N 0.30499 -0.11263 -1.29424
O 0.66906 -1.03951 2.52101
O 0.04114 -0.71477 -0.25756
H -0.17740 1.19379 -2.76324
H -1.40649 1.02963 -1.41814
H 0.69122 -0.96076 1.57528
H 1.24577 -0.36960 -1.72093
H 0.62151 -1.96558 2.83910
```

---

- Which formula does entry 8 have?
  CH5N6

---

- What is the formula in the first record?
  CH5N3